# 1
Density functional theory data (ωB97M-V/def2-TZVPD) for the ion C4H2ClO2 with charge -1 at a distorted geometry.

```
! wB97M-V def2-TZVPD RIJCOSX def2/J DEFGRID3
* xyz -1 1
O -2.9632 -0.2563 -0.1480
C -1.8641 -0.7200 -0.0106
C -0.5742 -0.9218 0.1892
C 0.2791 0.3608 0.4231
C 1.2104 0.4208 -0.4672
O 1.7968 -0.2625 -1.2613
Cl 2.1877 2.1502 -0.0693
H -0.0244 -1.8390 0.1648
H -0.0481 1.0679 1.1791
*
```

Results
- Kohn-Sham gap (eV) = 7.259
- HOMO (eV) = -3.6

=====

# 2
Density functional theory data (ωB97M-V/def2-TZVPD) for a structure of composition C8H18ClHfN at a distorted geometry.

```
! wB97M-V def2-TZVPD RIJCOSX def2/J DEFGRID3
* xyz 4 1
Hf -1.6170 0.7223 -6.3281
Cl -1.3844 1.5825 -4.4758
C -1.1379 1.4866 -2.5592
C -0.0703 0.7884 -1.6728
C -0.5089 0.7678 -0.1928
N 0.3555 0.0014 0.8177
C 1.7275 0.6508 1.0496
C 0.5214 -1.4735 0.4214
C 0.5176 -2.2570 1.6907
C 0.1755 -1.3965 2.8597
C -0.3438 -0.1293 2.2112
H -1.9590 0.7714 -2.6090
H -0.8550 1.9188 -3.5189
H -1.5293 2.4339 -2.1885
H 0.7933 1.4533 -1.6843
H 0.1851 -0.1766 -2.1107
H -1.5241 0.3711 -0.2007
H -0.7154 1.7601 0.2081
H 2.2517 0.5971 0.0955
H 2.0747 -0.0228 1.8331
H 1.4337 1.6535 1.3600
H 1.4856 -1.5840 -0.0749
H -0.2754 -1.6808 -0.2929
H 1.5208 -2.6201 1.9141
H -0.0446 -3.1907 1.6807
H 0.9807 -1.1582 3.5546
H -0.5489 -1.7449 3.5959
H -0.1532 0.7905 2.7641
H -1.3559 -0.3151 1.8519
*
```

Results
- Kohn-Sham gap (eV) = 1.952
- HOMO (eV) = -21.7

=====

# 3
Density functional theory data (ωB97M-V/def2-TZVPD) for a cluster of 2 separate species, C3H11N3 in total at a distorted geometry.

```
! wB97M-V def2-TZVPD RIJCOSX def2/J DEFGRID3
* xyz 0 1
N 0.5824 1.3120 -1.0373
C 1.0068 1.1348 0.3237
C 0.8312 -0.3460 0.9315
N 1.1146 -1.4145 -0.0047
H -0.4075 1.0144 -1.1566
H 1.1485 0.7519 -1.6626
H 2.0730 1.3805 0.3814
H 0.4588 1.8328 0.9622
H -0.1651 -0.5162 1.3448
H 1.5297 -0.4262 1.7681
H 2.0549 -1.3138 -0.3752
H 0.4791 -1.3596 -0.7945
C -2.1917 -0.2515 0.2262
N -1.8745 -0.2296 -0.9904
H -2.5300 -1.1290 0.7838
H -2.1639 0.6846 0.7734
H -1.9463 -1.1246 -1.4739
*
```

Results
- Kohn-Sham gap (eV) = 9.480
- HOMO (eV) = -8.5